w.
This record from OMol25 describes C2H4N4O2 as an isolated structure. The level of theory is ωB97M-V with the def2-TZVPD basis set.

Its LUMO energy is -0.07 eV.

CARTESIAN COORDINATES (ANGSTROEM)
O -1.59760 -1.96781 -0.02840
O 0.63148 -1.36667 -0.14788
N 2.69230 -0.19321 -0.17578
N 0.33796 0.80571 0.23505
N -2.19976 1.10273 -0.23089
N -0.60551 -0.98326 -0.44569
C -1.01867 0.42848 -0.17065
C 1.38084 -0.29252 -0.19922
H 1.00759 1.71953 -0.24121
H -1.45668 -2.01075 1.21118
H 2.90090 0.70282 0.22512
H -2.07283 2.05495 -0.03163

These are the natural (NBO) partial charges, in e, on atoms 1 to 5: number 1, O, carries -0.491; number 2, O, carries -0.301; number 3, N, carries -0.684; number 4, N, carries -0.699; number 5, N, carries -0.674

---

x.
This record from OMol25 describes C2H4N4O2 as an isolated structure. The level of theory is ωB97M-V with the def2-TZVPD basis set.

Its LUMO energy is 0.45 eV.

CARTESIAN COORDINATES (ANGSTROEM)
O -0.61210 -1.15313 -1.23406
O -0.76775 -0.01656 1.20055
N -1.90206 -0.69875 0.70452
N 0.22066 -0.01593 -1.06040
N 2.62028 1.07424 -0.03401
N 1.30131 1.35688 0.74179
C 0.24189 0.51165 0.18618
C -1.65820 -1.16026 -0.42824
H 2.84154 -0.23280 0.17043
H 0.90592 2.22778 1.14636
H -2.48786 -1.92341 -0.93310
H 2.59577 1.16248 -1.12659

These are the natural (NBO) partial charges, in e, on atoms 1 to 5: number 1, O, carries -0.351; number 2, O, carries -0.404; number 3, N, carries -0.174; number 4, N, carries -0.252; number 5, N, carries -0.642

---

Which one sits at the bottom of the stability order? x does.

---

w.
This record from OMol25 describes one molecule with the formula C4H5NO2. The level of theory is ωB97M-V with the def2-TZVPD basis set.

As for the SMILES: O=C[C@H]1CN=CO1. Its LUMO energy is 0.84 eV.

CARTESIAN COORDINATES (ANGSTROEM)
O 0.67178 -1.88477 1.89798
O 1.20236 0.77693 -0.29925
N -0.95274 1.11113 -0.93435
C -0.94081 -0.25987 -0.45883
C 0.62550 -0.51656 -0.08665
C 0.44980 -0.83110 1.36248
C 0.21890 1.56101 -0.80520
H 0.54400 2.55115 -1.09733
H -1.65542 -0.30453 0.39588
H -0.13420 -0.00766 1.81828
H 1.29583 -1.22988 -0.60107
H -1.32500 -0.96586 -1.19194

These are the natural (NBO) partial charges, in e, on atoms 1 to 5: number 1, O, carries -0.499; number 2, O, carries -0.483; number 3, N, carries -0.460; number 4, C, carries -0.268; number 5, C, carries -0.048

---

x.
This record from OMol25 describes a 2-piece molecular cluster, C4H5NO2 overall. The level of theory is ωB97M-V with the def2-TZVPD basis set.

As for the SMILES: COC#[N+][O-].C#C. Its LUMO energy is 0.63 eV.

CARTESIAN COORDINATES (ANGSTROEM)
O 0.34228 -1.83597 2.16944
O 1.62484 0.07147 -0.70122
N 0.81616 -1.21581 1.21889
C -2.00934 -1.06900 0.29633
C 1.18654 -0.68401 0.26268
C -2.38730 -0.51329 -0.70295
C 1.25764 1.46306 -0.55011
H 1.70618 1.86005 0.36441
H -2.74846 -0.03924 -1.58917
H 1.66567 1.96576 -1.42596
H -1.62300 -1.55570 1.17500
H 0.16879 1.55270 -0.51734

These are the natural (NBO) partial charges, in e, on atoms 1 to 5: number 1, O, carries -0.491; number 2, O, carries -0.466; number 3, N, carries 0.113; number 4, C, carries -0.231; number 5, C, carries 0.506

---

y.
This record from OMol25 describes one molecule with the formula C4H5NO2. The level of theory is ωB97M-V with the def2-TZVPD basis set.

As for the SMILES: C=C(C=O)C(N)=O. Its LUMO energy is -0.17 eV.

CARTESIAN COORDINATES (ANGSTROEM)
O 2.06239 0.08397 -0.50725
O -1.82940 -0.98840 -0.54108
N 0.72156 -1.85118 0.24699
C 0.99715 -0.52806 -0.12999
C -0.14421 0.42532 -0.09837
C -1.55329 0.13196 -0.07424
C 0.19612 1.66015 -0.00630
H 1.46357 -2.54608 0.17459
H -0.59603 2.41855 0.17061
H -2.29563 0.93797 0.63928
H 1.17690 2.23877 0.04380
H -0.19913 -1.98298 0.08195

These are the natural (NBO) partial charges, in e, on atoms 1 to 5: number 1, O, carries -0.611; number 2, O, carries -0.558; number 3, N, carries -0.803; number 4, C, carries 0.654; number 5, C, carries -0.309

---

Which one sits at the bottom of the stability order? x does.

---

w.
This record from OMol25 describes an isolated ion of composition C6H10NO and charge +1. The level of theory is ωB97M-V with the def2-TZVPD basis set.

As for the SMILES: C=C1OC[N@@H+](C)C1=C. Its LUMO energy is -3.99 eV. The total charge is +1.

CARTESIAN COORDINATES (ANGSTROEM)
O -1.16549 -1.58944 0.11315
N 0.71922 -0.30983 0.36944
C 0.08161 -1.59838 0.75500
C -1.51492 -0.23030 -0.04915
C -0.11271 1.79583 0.57008
C 1.49953 -0.30990 -0.88512
C -0.40328 0.58573 0.29540
C -2.66452 0.17165 -0.50264
H 0.85040 2.13825 0.87753
H -3.38734 -0.60522 -0.63401
H -0.26855 -1.44770 1.83094
H -0.71556 2.63733 0.31775
H 0.86215 -0.82133 -1.66717
H 2.57233 -0.59301 -0.82682
H 0.68879 -2.60864 0.34999
H 1.40412 0.03782 1.10797
H -2.93216 1.24500 -0.73182
H 1.49668 0.73469 -1.23817

These are the natural (NBO) partial charges, in e, on atoms 1 to 5: number 1, O, carries -0.469; number 2, N, carries -0.393; number 3, C, carries 0.068; number 4, C, carries 0.175; number 5, C, carries -0.323

---

x.
This record from OMol25 describes a 2-piece molecular cluster, C6H10NO overall. The level of theory is ωB97M-V with the def2-TZVPD basis set.

Its LUMO energy is -3.62 eV. The total charge is +1.

CARTESIAN COORDINATES (ANGSTROEM)
O -1.88011 -1.84039 0.35589
N -0.04264 -0.52322 -0.56357
C -1.65246 -0.72083 -0.32178
C 0.75174 0.19900 0.43847
C -2.24408 0.56176 0.01304
C -2.84715 1.54713 0.35182
C 0.45364 0.88234 -0.83799
C 2.15736 -0.31644 0.83261
H 0.18042 0.58804 1.39034
H -2.27571 -0.76682 -1.79096
H 0.29884 -1.27464 -1.14443
H 2.73060 -0.62935 -0.10066
H -0.39836 1.51940 -0.84520
H -2.28453 -1.81318 1.21927
H 1.26031 1.05346 -1.52061
H 2.74250 0.45021 1.53681
H 2.25193 -1.25927 1.37833
H -3.71809 2.09368 0.21296

These are the natural (NBO) partial charges, in e, on atoms 1 to 5: number 1, O, carries -0.670; number 2, N, carries -0.404; number 3, C, carries 0.297; number 4, C, carries -0.054; number 5, C, carries -0.182

---

Which one sits at the bottom of the stability order? x does.